{
  "formula": "C5H10N2O",
  "method": "ωB97M-V/def2-TZVPD",
  "homo_energy_ev": -18.594,
  "energy_ha": -380.50783,
  "smiles": "[NH3+]C1=C[NH2+][C@H](O)C=C1",
  "gap_ev": 10.05,
  "relative_energy_ev": 2.455,
  "total_charge": 2,
  "symbols": ["C", "C", "C", "C", "C", "N", "N", "O", "H", "H", "H", "H", "H", "H", "H", "H", "H", "H"],
  "coordinates": [[0.3234, -1.4546, 0.0145], [-0.9826, -1.3480, 0.0520], [0.5152, 1.0816, -0.2327], [1.1902, -0.0550, -0.0835], [-1.7843, -0.0540, -0.2208], [-0.9507, 1.1332, -0.5139], [2.6141, 0.0414, 0.2619], [-2.4359, 0.2301, 0.9761], [0.7992, -2.3379, 0.1547], [-1.6836, -2.1924, 0.2056], [1.1825, 2.0370, -0.1296], [-2.5239, -0.3527, -1.1031], [-1.1893, 1.9243, 0.0651], [-1.2282, 1.5634, -1.4471], [3.1736, 0.4665, -0.5477], [2.9090, -0.8810, 0.4397], [2.9048, 0.8336, 0.9039], [-2.8335, -0.6357, 1.2048]],
  "forces_ev_per_a": [[1.1475, 4.6473, -0.1866], [-1.1127, 0.8296, -1.1680], [2.4220, 0.6412, -0.4872], [-3.7890, -1.4958, 0.4061], [-1.0254, -2.9404, -0.0238], [1.1993, 1.7012, -1.4164], [0.3689, 3.3643, -2.1368], [-0.3505, -0.3639, -0.4872], [1.6409, -2.4756, 0.4330], [0.8518, 0.2891, -0.1385], [-2.3331, -1.2052, -0.4319], [1.5420, 1.3837, 1.4374], [-1.1614, 0.2614, 1.0953], [0.9658, -0.9804, 0.5969], [-0.7562, -1.5258, 0.2996], [1.4499, -1.3046, 0.9557], [-0.8011, -1.6753, 0.6539], [-0.2590, 0.8490, 0.5987]]
}